Entry from the OMol25 dataset: 2 unconnected molecules or ions with the total composition BrHNO3S (wB97M-V/def2-TZVPD).

```
7
Properties=species:S:1:pos:R:3
N -0.528 -0.798 0.398
O 1.231 -0.609 -1.264
O 1.678 0.411 0.820
O -0.013 1.411 -0.616
S 0.680 0.176 -0.230
Br -1.491 0.446 1.408
H -1.557 -1.037 -0.515
```

## Properties
E_tot: -3253.25956 Ha
Charge: -1
2S+1: 1
Energy above the lowest of the compared OMol25 structures with the same formula, charge and spin: 1.8169 eV
HOMO-LUMO gap: 8.3 eV
Strongest force on any atom: 0.1080 Eh/bohr